Formula: C4H12IN2
Source: the Open Molecules 2025 dataset
Level of theory: the ωB97M-V functional and the def2-TZVPD basis

Electronic energy in eV: -15413.738
Frontier orbital gap in eV: 8.4
Highest occupied orbital energy in eV: -12.421
ΔE to the lowest compared entry with this formula, charge and spin in kcal/mol: 77.1
LUMO level in hartree: -0.1492
Total charge: +1

XYZ file:
```
19
Properties=species:S:1:pos:R:3:mulliken_charge:R:1
C 1.150 -1.042 -0.764 -1.501
C 1.063 0.004 1.685 -1.625
C -1.369 -0.043 0.053 -0.860
C 0.819 0.079 0.166 1.394
N 0.904 1.321 -0.433 -0.882
N -1.816 1.142 -0.746 -0.263
I 1.565 2.937 0.714 0.212
H 0.862 -1.962 -0.377 0.455
H 0.816 -1.005 -1.819 0.394
H 2.295 -1.246 -0.745 0.341
H 0.170 0.420 2.210 0.430
H 0.914 -1.061 2.071 0.359
H 2.098 0.345 1.857 0.494
H -1.625 -0.108 1.159 0.329
H -1.590 -1.053 -0.452 0.297
H 1.418 1.511 -1.274 0.339
H -1.824 1.093 -1.774 0.383
H -0.909 1.836 -0.660 0.337
H -2.602 1.649 -0.348 0.367
```

---

Formula: C15H26ClN4O4S
Source: the Open Molecules 2025 dataset
Level of theory: the ωB97M-V functional and the def2-TZVPD basis

Electronic energy in eV: -53478.388
Frontier orbital gap in eV: 7.1
Highest occupied orbital energy in eV: -11.704
LUMO level in hartree: -0.1681
Total charge: +1

XYZ file:
```
51
Properties=species:S:1:pos:R:3:mulliken_charge:R:1
C -2.331 -2.622 -1.888 -1.212
C -1.376 -1.517 -2.322 -0.706
C 0.070 -1.638 -1.819 -0.186
C 0.279 -2.148 -0.383 -0.838
N 1.284 -1.433 0.397 -0.480
O 0.817 -0.105 0.673 -0.067
C 0.629 0.094 1.978 0.176
O 1.193 -0.456 2.882 -0.487
C -0.384 1.176 2.300 -0.069
C -0.092 2.024 3.396 0.954
C 1.166 1.975 4.207 -1.747
C -1.020 2.979 3.716 -0.867
N -2.165 3.108 3.024 0.048
C -2.487 2.333 1.977 -0.274
S -4.037 2.664 1.271 -0.162
C -1.575 1.347 1.594 1.489
Cl -1.993 0.369 0.263 -0.234
H -3.360 -2.291 -2.036 0.360
H -2.247 -2.898 -0.838 0.311
H -2.205 -3.511 -2.501 0.312
H -1.324 -1.557 -3.410 0.331
H -1.773 -0.525 -2.097 0.601
H 0.624 -2.270 -2.510 0.280
H 0.519 -0.642 -1.872 0.234
H -0.635 -2.115 0.205 0.357
H 0.647 -3.171 -0.408 0.378
H 2.142 -1.320 -0.130 0.262
H 2.021 1.946 3.535 0.392
H 1.207 1.079 4.816 0.394
H 1.261 2.879 4.801 0.458
H -0.860 3.664 4.533 0.406
H -2.823 3.827 3.298 0.250
H -3.774 2.170 0.060 0.199
O 2.021 3.628 1.613 -0.568
C 1.497 4.652 1.212 0.637
N 0.139 4.709 1.082 -0.305
C 2.271 5.890 0.849 -0.987
H -0.371 5.511 0.760 0.188
H -0.351 3.864 1.308 0.262
H 2.973 5.642 0.056 0.280
H 2.835 6.218 1.720 0.277
H 1.630 6.704 0.513 0.331
O -0.221 -4.369 -3.814 -0.584
C 0.586 -5.267 -3.983 0.654
N 0.240 -6.435 -4.574 -0.423
C 2.028 -5.143 -3.549 -0.782
H 0.890 -7.183 -4.724 0.180
H -0.712 -6.548 -4.878 0.229
H 2.058 -4.966 -2.476 0.171
H 2.474 -4.290 -4.057 0.244
H 2.615 -6.032 -3.774 0.336
```

---

> Which of these has the highest frontier orbital gap?

C4H12IN2